(1)
Entry from the Open Molecules 2025 dataset: an isolated molecule of C4H11NOS (wB97M-V/def2-TZVPD).

Each line ends with the natural charge from an NBO analysis.
Element x y z (Å)
O  0.853  1.387  -2.823  -0.71
C  0.153  1.709  -1.624  0.12
N  -0.050  0.550  -0.790  -0.71
C  -1.441  0.318  -0.369  -0.21
C  -1.612  -0.603  0.910  -0.43
C  -0.436  -0.539  1.894  -0.49
S  1.166  -1.448  1.497  -0.09
H  0.827  0.434  -2.862  0.46
H  0.701  2.505  -1.106  0.15
H  -0.836  2.115  -1.868  0.14
H  0.363  -0.359  -0.874  0.38
H  -2.019  1.216  -0.121  0.19
H  -1.883  -0.146  -1.252  0.17
H  -1.888  -1.580  0.529  0.21
H  -2.499  -0.212  1.428  0.21
H  -0.786  -0.798  2.884  0.23
H  -0.013  0.456  1.957  0.23
H  1.631  -0.648  0.488  0.13

Atoms 1-6, force components in eV/Å:
O 0.0 0.4 0.4
C 0.2 -0.4 -0.3
N -1.3 0.8 1.9
C 0.0 -0.6 0.3
C 0.3 0.9 -1.1
C 0.8 0.1 -0.9

The calculation puts the molar mass at 121.20 g/mol. The max |F| comes out at 0.0468 Eh/bohr. As for the highest occupied orbital energy: -8.8 eV.

(2)
Entry from the Open Molecules 2025 dataset: a structure of composition C33H87O12Tl (wB97M-V/def2-TZVPD).

Each line ends with the Löwdin charge.
Element x y z (Å)
Tl  -0.228  -0.155  -0.052  1.30
C  2.509  2.979  -3.196  -0.09
C  1.012  2.780  -3.089  -0.39
O  0.481  2.116  -1.945  -0.28
H  2.817  3.452  -4.128  0.08
H  3.023  2.025  -3.075  0.07
H  2.891  3.697  -2.470  0.05
H  0.775  2.136  -3.937  0.09
H  0.547  3.744  -3.293  0.11
C  -5.289  -1.017  -1.959  -0.07
C  -4.171  -1.757  -1.264  -0.42
O  -3.078  -0.945  -0.958  -0.25
H  -5.651  -0.235  -1.290  0.06
H  -6.124  -1.637  -2.285  0.08
H  -4.867  -0.561  -2.855  0.07
H  -3.859  -2.615  -1.860  0.09
H  -4.556  -2.150  -0.323  0.09
C  0.126  -2.272  4.306  -0.07
C  1.355  -1.657  3.665  -0.36
O  1.237  -1.227  2.341  -0.20
H  -0.503  -1.495  4.741  0.06
H  0.517  -2.861  5.136  0.08
H  -0.425  -2.955  3.660  0.07
H  2.054  -2.484  3.534  0.10
H  1.731  -0.871  4.319  0.11
C  -4.039  0.197  2.997  -0.03
C  -3.132  -1.065  3.071  -0.47
C  -3.989  -2.341  3.242  -0.04
O  -2.374  -1.127  1.885  -0.11
H  -4.671  0.282  3.880  0.08
H  -4.603  0.179  2.064  0.07
H  -3.483  1.129  2.894  0.06
H  -2.449  -1.047  3.920  0.11
H  -4.633  -2.505  2.378  0.08
H  -4.576  -2.229  4.153  0.08
H  -3.285  -3.149  3.439  0.07
H  -3.011  -1.501  1.272  0.04
C  -3.080  3.440  -1.839  -0.02
C  -3.221  2.984  -0.377  -0.49
C  -4.673  2.747  0.087  -0.03
O  -2.614  1.773  -0.205  -0.10
H  -2.055  3.613  -2.167  0.07
H  -3.702  4.317  -2.019  0.08
H  -3.387  2.587  -2.445  0.07
H  -2.729  3.699  0.283  0.11
H  -5.154  2.068  -0.617  0.07
H  -5.309  3.632  0.119  0.08
H  -4.741  2.355  1.102  0.06
H  -3.213  1.136  -0.603  0.05
C  1.391  2.564  3.630  -0.03
C  -0.051  2.189  3.298  -0.45
C  -1.116  3.131  3.868  -0.05
O  -0.190  2.226  1.890  -0.12
H  2.105  1.952  3.078  0.06
H  1.593  2.319  4.673  0.08
H  1.708  3.588  3.436  0.08
H  -0.313  1.171  3.586  0.13
H  -1.283  2.877  4.915  0.07
H  -2.099  3.056  3.403  0.07
H  -0.851  4.187  3.923  0.08
H  0.115  3.090  1.602  0.03
C  3.309  -4.831  2.235  -0.04
C  4.113  -3.629  1.704  -0.52
C  5.277  -4.114  0.882  -0.05
O  3.210  -2.958  0.928  -0.07
H  3.250  -5.570  1.435  0.09
H  2.277  -4.606  2.502  0.06
H  3.723  -5.267  3.144  0.08
H  4.541  -3.064  2.532  0.14
H  5.918  -4.617  1.607  0.09
H  5.855  -3.277  0.491  0.08
H  4.989  -4.773  0.063  0.08
H  2.635  -2.510  1.553  0.05
C  4.322  2.623  0.135  -0.05
C  3.951  1.127  0.023  -0.45
C  4.267  0.342  1.329  -0.01
O  2.599  0.994  -0.330  -0.10
H  5.373  2.736  0.398  0.08
H  3.801  3.241  0.866  0.07
H  4.179  3.188  -0.787  0.05
H  4.584  0.820  -0.811  0.12
H  5.322  0.502  1.548  0.08
H  4.194  -0.742  1.240  0.05
H  3.515  0.583  2.081  0.06
H  2.291  1.753  -0.831  0.03
C  -1.732  -5.235  -0.812  -0.06
C  -1.312  -4.227  0.175  -0.52
C  -0.015  -4.612  0.889  -0.03
O  -1.082  -3.058  -0.537  -0.10
H  -2.662  -4.966  -1.315  0.08
H  -1.966  -6.183  -0.326  0.09
H  -0.937  -5.347  -1.549  0.10
H  -2.092  -4.038  0.912  0.13
H  0.091  -3.802  1.610  0.06
H  0.878  -4.495  0.274  0.08
H  0.018  -5.587  1.375  0.09
H  -1.889  -2.898  -1.032  0.05
C  -1.650  -1.748  -4.679  -0.03
C  -1.018  -0.322  -4.547  -0.45
C  -2.087  0.769  -4.857  -0.04
O  -0.582  -0.099  -3.210  -0.12
H  -1.523  -1.910  -5.750  0.08
H  -2.679  -1.711  -4.321  0.07
H  -1.084  -2.448  -4.064  0.07
H  -0.159  -0.315  -5.218  0.13
H  -2.801  0.966  -4.057  0.07
H  -2.585  0.492  -5.786  0.07
H  -1.523  1.676  -5.071  0.07
H  -0.238  0.797  -3.227  0.01
C  1.452  5.992  -0.680  -0.05
C  0.692  5.400  0.459  -0.51
C  -0.812  5.678  0.417  -0.03
O  0.835  4.041  0.429  -0.05
H  2.541  5.969  -0.633  0.09
H  1.149  7.038  -0.734  0.09
H  1.134  5.599  -1.646  0.08
H  1.092  5.896  1.344  0.14
H  -1.369  5.021  1.086  0.06
H  -1.287  5.543  -0.555  0.08
H  -1.091  6.710  0.630  0.08
H  0.846  3.885  -0.518  0.07
C  2.824  -0.969  -2.901  -0.08
C  2.142  -2.240  -2.550  -0.51
C  3.165  -3.312  -2.515  -0.03
O  1.771  -2.067  -1.240  -0.09
H  2.149  -0.122  -2.776  0.06
H  3.130  -0.868  -3.942  0.09
H  3.753  -0.763  -2.368  0.09
H  1.298  -2.235  -3.239  0.14
H  2.537  -4.175  -2.739  0.09
H  3.761  -3.470  -1.617  0.08
H  3.836  -3.179  -3.364  0.09
H  2.376  -2.581  -0.701  0.04

Atoms 1-6, force components in eV/Å:
Tl 0.0 -0.1 0.1
C 0.5 0.4 0.6
C -0.1 -1.8 0.2
O 0.7 1.7 -0.1
H -0.3 -0.3 -0.4
H 0.2 0.0 0.0

The calculation puts the molar mass at 880.43 g/mol. The max |F| comes out at 0.0635 Eh/bohr. As for the highest occupied orbital energy: -8.0 eV.

Which value of max |F| does entry 2 give? 0.0635 Eh/bohr

Which value of molar mass does entry 1 give? 121.20 g/mol

highest occupied orbital energy of number 2 (C33H87O12Tl)? -8.0 eV